DFT (wB97M-V/def2-TZVPD) results for a cluster of 5 separate species, C28H58F2N7O4S2 in total in a non-equilibrium geometry.

```
101
Properties=species:S:1:pos:R:3:forces:R:3:mulliken_charge:R:1
S 1.601 -0.400 -1.341 4.09 -2.33 -2.14 0.793
S -0.258 0.499 -0.232 -7.75 2.68 6.69 0.616
F -1.809 0.595 -0.691 -0.79 -0.21 0.51 -0.431
F 2.287 -0.189 -2.799 -1.10 0.23 1.03 -0.317
O 2.449 0.402 -0.462 -1.88 -1.10 -1.01 -0.478
O 1.639 -1.867 -1.237 -0.73 2.75 0.13 -0.536
O -0.305 -0.589 0.749 1.09 1.04 -1.49 -0.576
O -0.147 1.842 0.295 1.46 -0.87 -0.26 -0.649
N 1.774 3.661 2.951 -0.11 -0.53 -0.66 0.177
N 0.096 0.234 -1.641 5.47 -2.26 -3.44 0.200
N 0.051 -2.810 3.420 -2.14 0.21 3.50 0.604
N -2.178 2.696 -4.104 1.16 -0.37 -0.05 0.172
N -0.037 3.170 -4.264 -3.84 -0.02 -0.01 0.265
N -1.478 -2.654 5.132 1.50 -0.16 -2.36 0.183
N -1.514 -3.675 -2.870 -1.60 0.22 -0.80 0.361
C -3.112 -3.985 -0.910 -1.38 -0.39 2.10 -0.663
C 0.801 -3.214 2.211 0.72 -1.21 0.03 0.333
C -0.912 2.160 -3.988 -1.13 3.88 -0.34 0.000
C -0.286 -2.190 5.607 1.54 -0.69 -1.32 -0.560
C 2.517 4.335 4.073 -1.19 -0.69 1.10 -1.052
C 0.210 3.526 3.232 2.28 -0.04 0.18 -0.444
C 1.781 4.000 -2.852 0.69 0.70 -0.80 -0.946
C 2.187 2.186 2.752 -0.08 0.56 0.39 -0.383
C -3.357 1.809 -3.959 0.59 0.35 0.26 -0.707
C -2.167 4.067 -4.511 3.46 -2.42 0.85 -0.427
C 3.513 5.590 0.057 -0.39 1.88 -1.10 -1.430
C 0.465 -3.084 -4.143 -0.66 1.35 -0.48 -0.445
C -0.790 4.356 -4.611 -1.12 -1.88 0.64 -0.412
C 1.642 -4.467 2.553 -0.49 0.01 0.86 -1.315
C -1.262 -3.001 3.807 0.45 -0.34 0.62 -0.281
C 0.681 -2.370 4.599 -1.32 1.16 0.16 -0.640
C -0.335 -4.530 -2.350 -0.11 0.09 -0.21 0.105
C -3.538 -3.327 0.474 1.27 -0.91 -0.92 -1.049
C 1.973 4.465 1.653 0.19 -1.06 0.19 -0.885
C 3.407 4.507 1.045 -0.74 0.25 1.99 0.232
C 0.148 2.275 4.113 -0.33 -0.34 -1.30 -0.864
C 0.810 -4.275 -3.298 0.40 -0.13 -0.15 -0.709
C -0.921 -2.529 -3.708 1.20 -0.77 -0.22 -0.101
C 1.382 3.144 -4.070 1.36 0.40 0.12 -0.730
C -2.480 -4.525 -3.806 0.05 0.35 1.90 -0.991
C -2.707 -2.688 5.943 -0.33 -0.66 0.17 -0.899
C 1.075 1.268 3.350 0.56 0.44 0.28 0.754
C -2.301 -3.005 -1.688 0.54 -1.03 -1.33 -0.063
H -2.578 -2.931 0.808 -0.33 0.86 0.47 0.030
H -0.140 4.472 3.645 -0.07 -0.17 0.00 0.465
H 1.303 3.959 0.958 -0.24 0.47 -0.13 0.229
H 3.607 4.354 4.064 -0.15 0.19 -1.04 0.348
H -3.092 4.620 -4.590 0.28 0.06 -0.24 0.453
H -3.114 0.928 -4.552 -0.80 0.23 -0.42 0.322
H 2.826 4.307 -2.894 0.28 -0.57 -0.20 0.521
H 0.647 0.644 2.566 -0.69 0.85 -0.26 -0.453
H -0.157 3.333 2.224 -0.41 0.00 0.28 0.321
H 2.270 2.047 1.674 0.26 -0.14 0.19 0.093
H -3.350 -3.903 -4.018 0.43 0.26 -0.52 0.356
H 1.175 -2.276 -3.968 0.14 -0.15 -0.47 0.189
H -3.475 1.444 -2.938 0.17 0.41 0.19 0.254
H -2.589 -4.913 -0.678 0.34 0.07 -0.06 0.380
H 2.334 3.762 4.982 -0.32 -0.09 0.02 0.434
H -0.676 1.203 -3.547 0.04 0.03 -0.27 0.259
H 0.952 -5.100 -3.997 0.36 -0.22 0.54 0.377
H 1.471 0.454 3.956 0.38 0.56 0.68 0.097
H 4.541 5.708 -0.287 -0.15 -0.40 -0.46 0.392
H 1.626 5.441 1.992 0.05 0.24 -0.75 0.495
H -3.245 -3.618 5.759 -0.37 0.40 -0.74 0.362
H -0.823 -1.611 -3.129 0.11 -0.45 0.65 -0.226
H -1.519 -2.198 -4.557 -0.49 -0.81 0.05 0.396
H -2.975 -2.246 -2.086 0.37 0.17 -0.26 0.535
H 3.735 3.638 0.476 -0.18 -0.61 0.91 0.250
H -4.055 -4.302 -1.355 0.21 0.16 -0.64 0.442
H -1.469 -2.564 -1.140 -0.33 0.22 0.33 -0.309
H 4.034 4.797 1.888 0.63 -0.65 -0.12 0.256
H 2.428 -4.729 1.844 -0.45 0.10 -0.32 0.407
H -2.914 -5.326 -3.208 0.42 -0.08 0.20 0.401
H -3.798 -4.078 1.219 -0.32 -0.15 -0.30 0.422
H 0.098 -3.473 1.419 -0.04 0.44 0.08 -0.191
H -0.260 -1.847 6.631 0.50 0.06 -0.17 0.505
H -4.353 -2.611 0.374 0.38 0.15 0.06 0.399
H 1.713 -3.997 -2.755 0.03 -0.74 0.04 0.299
H -2.521 -2.837 7.006 0.86 0.42 -0.06 0.363
H 1.496 -2.439 1.888 -0.59 0.42 0.10 0.050
H 1.324 4.985 -2.944 -0.56 -0.13 0.37 0.501
H 0.950 -5.286 2.751 0.18 -0.31 -0.39 0.394
H 2.038 5.301 4.234 0.45 0.14 -0.17 0.376
H -4.232 2.404 -4.219 -0.01 -0.58 -0.36 0.307
H -0.008 -4.234 -1.353 -0.65 0.38 0.05 -0.370
H 0.475 2.452 5.138 -0.01 0.03 -0.11 0.364
H -3.271 -1.761 5.838 -0.14 -0.34 -0.31 0.334
H -2.008 -3.552 3.252 0.06 0.32 -0.25 0.388
H 0.488 -3.429 -5.177 -0.15 0.67 -0.11 0.425
H 3.147 2.160 3.267 0.03 -0.63 -0.33 0.299
H -0.598 -5.587 -2.315 -0.41 0.21 -0.03 0.527
H 3.272 6.598 0.394 -0.20 -0.05 0.54 0.406
H -0.896 1.961 4.112 0.05 -0.21 0.25 0.489
H 2.156 -4.349 3.506 0.10 0.32 0.02 0.402
H 1.638 3.547 -1.871 -0.46 -0.13 -0.21 0.083
H 2.784 5.403 -0.731 0.43 0.05 -0.52 0.217
H -1.997 -4.994 -4.664 0.28 0.64 0.06 0.363
H 1.706 -2.040 4.516 -0.03 -0.19 0.43 0.595
H 1.767 3.497 -5.026 0.51 0.39 0.29 0.386
H -0.266 5.262 -4.879 -0.13 -0.10 0.01 0.471
H 1.782 2.133 -3.984 -0.52 -0.17 0.10 0.308
```
Positions in Å, forces in eV/Å.

Properties
HOMO: -0.615 Ha
Frontier orbital gap: 0.38366 hartree
Charge: +3



DFT (wB97M-V/def2-TZVPD) results for a cluster of 8 separate species, C28H58N10O7 in total in a non-equilibrium geometry.

```
103
Properties=species:S:1:pos:R:3:forces:R:3:mulliken_charge:R:1
O -2.621 3.136 -4.771 -0.12 0.17 -0.01 -0.631
O 2.265 -0.071 -2.232 -0.04 0.26 0.35 -0.711
O -1.917 -1.728 -5.026 -0.01 0.02 0.03 -0.665
O 8.220 -2.296 2.066 -0.11 0.21 0.26 -0.647
O -0.955 -1.779 6.379 0.01 0.03 -0.01 -0.604
O -6.952 6.475 -7.573 -0.02 0.14 -0.14 -0.652
O -3.879 -4.468 11.737 0.02 -0.03 0.00 -0.656
N 0.334 0.752 -3.009 -0.02 0.01 0.22 -0.073
N -4.580 3.932 -5.519 -0.03 0.01 0.18 -0.153
N 2.109 -3.368 -1.860 -0.05 -0.44 -0.10 -0.324
N 2.636 -0.966 2.184 -0.20 -0.07 -0.09 -0.453
N -2.831 -3.128 10.274 0.15 -0.13 0.01 -0.120
N 4.321 -1.366 -0.732 0.79 -0.14 0.64 -0.364
N -2.455 -3.878 -4.686 0.06 0.00 0.08 -0.160
N 6.794 -0.906 3.112 0.09 -0.04 0.07 -0.076
N -1.324 0.258 5.516 0.08 -0.02 -0.06 -0.142
N -5.991 8.463 -7.179 0.02 0.00 -0.11 -0.146
C 6.320 -0.052 4.186 -0.14 -0.06 -0.24 -0.961
C -1.812 -5.282 10.846 -0.03 -0.04 0.04 -1.195
C -2.927 -4.272 10.997 -0.07 0.03 0.04 0.735
C 3.258 -1.540 1.408 0.57 0.18 0.45 -0.236
C 8.901 -1.497 4.213 0.03 -0.04 -0.02 -1.462
C 0.688 0.705 -0.591 0.11 -0.03 0.02 -1.171
C -2.377 -5.179 -4.054 -0.17 0.10 -0.23 -0.820
C 1.168 0.430 -1.997 -0.04 -0.03 -0.35 0.872
C -0.724 -2.852 -3.282 -0.12 0.04 -0.08 -0.774
C -1.735 -2.759 -4.396 0.01 0.12 -0.01 0.609
C -0.998 1.337 -2.945 0.28 -0.23 -0.13 -0.927
C -5.337 9.712 -7.520 -0.08 -0.11 0.27 -0.845
C 4.949 -4.546 -0.157 -0.43 0.82 -0.55 -1.042
C 7.955 -1.607 3.041 0.11 -0.05 -0.02 0.941
C -0.682 -0.941 5.532 0.00 -0.06 0.01 0.544
C 7.062 -3.286 -0.607 0.00 -0.14 -0.27 -0.375
C 4.212 -2.170 0.480 -0.92 -0.06 -0.52 1.553
C 3.740 -3.617 0.156 0.30 -0.51 -0.41 -0.103
C 6.000 -3.942 -1.067 -0.20 0.25 0.40 -0.080
C 2.842 -3.568 -1.001 -0.21 0.61 0.19 -0.127
C -1.780 -2.726 9.350 -0.38 0.18 0.14 -0.755
C -1.133 1.362 4.596 -0.19 -0.03 0.23 -0.760
C -6.193 7.681 -9.496 -0.02 -0.06 0.00 -1.363
C -6.414 7.480 -8.016 -0.05 -0.04 0.00 0.856
C -4.173 3.876 -3.105 0.06 -0.03 0.01 -1.166
C -5.914 4.507 -5.421 0.34 -0.12 -0.20 -0.562
C -3.719 3.615 -4.524 0.05 -0.06 -0.10 0.768
C 0.365 -1.175 4.472 -0.08 -0.07 0.14 -1.155
H -0.828 2.258 5.141 0.05 0.03 -0.08 0.276
H -3.344 -5.448 -3.622 0.05 -0.06 0.07 0.273
H -0.229 -1.892 -3.173 0.00 0.01 -0.05 -0.148
H -4.357 9.765 -7.041 0.04 0.05 -0.07 0.291
H 3.167 -4.052 0.975 0.06 0.06 0.16 0.487
H 5.825 -4.040 -2.132 0.40 -0.61 -0.07 0.323
H 5.170 -2.280 0.982 0.01 0.10 0.18 -0.713
H -2.064 1.580 4.070 0.05 0.03 -0.08 0.283
H -5.071 3.302 -2.875 -0.04 0.07 0.02 0.348
H -3.603 -2.498 10.418 0.00 0.00 -0.02 0.207
H 5.369 -0.425 4.568 0.01 0.04 0.08 0.293
H -6.583 6.815 -10.021 -0.02 -0.03 0.05 0.299
H 7.106 -2.820 0.376 0.40 -0.90 0.11 0.019
H -4.220 3.730 -6.439 -0.02 0.00 -0.01 0.231
H -5.130 7.779 -9.718 -0.01 0.07 -0.04 0.377
H -5.204 9.796 -8.593 -0.01 -0.01 -0.01 0.323
H -5.936 10.556 -7.174 0.03 0.06 -0.07 0.291
H -6.170 8.270 -6.206 -0.01 0.02 0.00 0.221
H 6.168 0.963 3.816 0.02 0.04 0.08 0.286
H -0.368 1.124 3.864 0.01 -0.02 0.00 0.264
H -2.106 -5.940 -4.788 0.05 -0.06 0.07 0.276
H -2.011 0.359 6.246 -0.01 0.01 -0.01 0.217
H 5.284 -1.077 -0.838 -0.09 0.15 -0.24 0.299
H -1.010 -3.485 9.280 -0.01 -0.03 0.01 0.271
H -6.637 3.827 -5.873 -0.11 0.07 0.06 0.251
H -3.113 -3.750 -5.439 0.01 0.00 -0.01 0.242
H -0.858 -4.852 11.150 0.03 -0.01 -0.08 0.331
H 3.689 -0.571 -0.760 -0.07 -0.22 -0.36 0.074
H 0.494 1.769 -0.454 -0.09 -0.02 0.01 0.378
H -1.713 0.661 -3.417 -0.06 0.05 0.01 0.272
H -2.193 -2.557 8.358 0.14 -0.02 -0.07 0.307
H -6.716 8.571 -9.847 0.07 0.03 -0.03 0.365
H -3.379 3.572 -2.429 0.04 -0.02 -0.04 0.200
H -1.293 1.506 -1.913 0.04 -0.02 0.03 0.279
H 1.166 -0.442 4.547 0.00 0.02 -0.13 0.387
H -1.738 -5.623 9.813 0.08 0.03 -0.01 0.343
H 0.032 -3.603 -3.499 0.01 -0.02 0.11 0.449
H 8.428 -1.857 5.127 0.02 0.07 0.04 0.366
H 5.422 -4.871 0.765 -0.08 -0.01 0.12 0.372
H 6.204 -1.004 2.301 0.00 0.07 0.02 0.136
H -1.632 -5.177 -3.266 0.02 0.02 0.00 0.318
H 9.774 -2.108 4.005 -0.02 -0.02 -0.06 0.325
H 1.453 0.396 0.115 0.02 -0.02 -0.02 0.063
H -0.224 0.145 -0.381 -0.04 0.06 0.01 0.380
H -5.948 5.449 -5.964 -0.17 -0.06 0.10 0.029
H 0.785 -2.166 4.611 -0.03 -0.01 0.04 0.351
H -0.074 -1.119 3.476 0.10 0.08 -0.04 0.335
H 0.709 0.545 -3.922 -0.05 -0.02 -0.01 0.249
H -4.377 4.936 -2.953 -0.08 -0.02 0.03 0.358
H 7.037 -0.023 4.998 0.02 -0.01 0.00 0.395
H 4.538 -5.399 -0.692 0.09 -0.31 0.28 0.518
H -2.034 -6.133 11.483 -0.05 0.03 0.02 0.289
H -1.217 -3.102 -2.340 0.08 -0.09 0.02 0.397
H -1.018 2.280 -3.481 -0.10 0.04 0.02 0.366
H 9.219 -0.464 4.356 -0.03 0.00 0.08 0.369
H -1.326 -1.796 9.697 0.12 -0.03 -0.08 0.243
H 7.956 -3.221 -1.216 -0.22 0.78 -0.28 0.235
H -6.187 4.674 -4.384 0.03 -0.04 0.02 0.311
```
Positions in Å, forces in eV/Å.

Properties
HOMO: -0.327 Ha
Frontier orbital gap: 0.34352 hartree
Charge: 0